[1]
# C35H52AlOP3Sb

A structure of composition C35H52AlOP3Sb in a non-equilibrium geometry (ωB97M-V with the def2-TZVPD basis set, OMol25).

The geometry in ORCA input format:
```
! RIJCOSX wB97M-V def2-TZVPD def2/J DEFGRID3
* xyz 3 1
Al 0.737 -0.397 -0.804
P 2.341 -1.376 1.149
P 2.185 1.701 -0.876
P -0.230 -2.764 -1.054
H -0.115 1.586 -9.915
C -1.062 1.043 -9.796
C -2.204 1.686 -9.497
H -2.227 2.774 -9.356
C 3.747 -2.273 0.375
C 3.287 -0.199 2.184
C 1.676 -2.648 2.285
C 1.409 2.758 -2.143
C 2.514 2.857 0.492
C 3.824 1.313 -1.606
C -1.543 -2.677 -2.320
C -1.068 -3.720 0.254
C 1.022 -3.877 -1.809
H -1.044 -0.041 -9.967
H -3.158 1.149 -9.410
H 4.419 -2.600 1.182
H 4.282 -1.599 -0.308
H 3.388 -3.142 -0.193
H 3.898 -0.786 2.883
H 2.642 0.476 2.764
H 3.962 0.402 1.557
H 2.321 -3.536 2.237
H 0.663 -2.941 1.978
H 1.630 -2.310 3.326
H 1.862 3.758 -2.159
H 0.341 2.844 -1.905
H 1.502 2.302 -3.138
H 3.517 3.299 0.395
H 2.445 2.335 1.454
H 1.773 3.668 0.476
H 4.295 2.236 -1.974
H 3.689 0.613 -2.444
H 4.477 0.835 -0.860
H -2.155 -3.591 -2.305
H -1.120 -2.536 -3.323
H -2.183 -1.818 -2.084
H -1.862 -4.330 -0.199
H -1.530 -3.034 0.976
H -0.370 -4.385 0.776
H 0.518 -4.675 -2.373
H 1.669 -4.322 -1.040
H 1.649 -3.289 -2.495
C -0.285 0.181 -3.471
C 0.879 -0.250 -4.138
C 0.864 -0.367 -5.524
C -0.277 -0.051 -6.261
C -1.429 0.378 -5.595
C -1.434 0.517 -4.212
O -0.368 0.270 -2.130
H 2.052 -1.076 -1.462
H 1.761 -0.516 -3.556
H 1.762 -0.720 -6.023
H -0.266 -0.143 -7.351
H -2.329 0.607 -6.165
H -2.312 0.847 -3.659
C -3.017 4.610 3.175
C -1.750 4.706 2.586
C -1.064 3.550 2.185
C -1.628 2.292 2.433
C -2.917 2.190 2.971
C -3.600 3.351 3.364
Sb -0.315 0.548 2.316
C 0.275 0.706 4.488
C 1.298 -0.062 5.058
C 1.688 0.140 6.392
C 1.016 1.078 7.184
C -0.021 1.831 6.627
C -0.378 1.655 5.281
C -1.941 -0.892 2.388
C -1.938 -1.850 3.407
C -3.015 -2.738 3.529
C -4.092 -2.663 2.639
C -4.081 -1.717 1.606
C -2.996 -0.841 1.466
H -3.543 5.510 3.494
H -1.285 5.684 2.451
H -0.081 3.637 1.722
H -3.388 1.219 3.129
H -4.581 3.261 3.835
H 1.826 -0.823 4.486
H 2.515 -0.433 6.816
H 1.300 1.222 8.227
H -0.554 2.565 7.235
H -1.170 2.283 4.874
H -1.118 -1.900 4.127
H -3.008 -3.475 4.336
H -4.943 -3.336 2.756
H -4.924 -1.647 0.915
H -2.996 -0.109 0.654
*
```

Properties
* relative energy (zero: lowest compared OMol25 entry of this formula, charge and spin): 0.000 eV
* lowest unoccupied orbital energy (alpha / beta): -11.0 / -11.6 eV
* total energy: -80160.3623 eV
* Kohn-Sham gap (alpha / beta): 4.2 / 3.7 eV

=====

[2]
# C9H11N4

The ion C9H11N4 with charge +1 in a non-equilibrium geometry (ωB97M-V with the def2-TZVPD basis set, OMol25).

The geometry in ORCA input format:
```
! RIJCOSX wB97M-V def2-TZVPD def2/J DEFGRID3
* xyz 1 1
C -1.884 2.170 0.815
C -1.590 1.741 2.101
C -1.379 1.488 -0.280
C -0.781 0.640 2.306
C -0.569 0.385 -0.077
C -0.258 -0.041 1.211
C 2.022 -2.634 1.040
C 0.538 -1.893 2.520
C 0.550 0.364 -2.296
N 1.494 -2.827 2.272
N -0.016 -0.410 -1.171
N 0.548 -1.163 1.409
N 1.455 -1.618 0.470
H -2.511 3.033 0.661
H -1.992 2.270 2.950
H -1.621 1.818 -1.277
H -0.545 0.285 3.296
H 2.789 -3.230 0.592
H -0.733 -1.045 -1.537
H -0.230 0.842 -2.885
H 1.218 1.129 -1.905
H 1.117 -0.304 -2.942
H 1.758 -3.543 2.929
H 0.780 -1.007 -0.712
*
```

Properties
* relative energy (zero: lowest compared OMol25 entry of this formula, charge and spin): 1.356 eV
* lowest unoccupied orbital energy: -2.8 eV
* total energy: -15464.1519 eV
* Kohn-Sham gap: 9.9 eV

=====

[3]
# C3H7NO

The molecule C3H7NO in a non-equilibrium geometry (ωB97M-V with the def2-TZVPD basis set, OMol25).

The geometry in ORCA input format:
```
! RIJCOSX wB97M-V def2-TZVPD def2/J DEFGRID3
* xyz 0 1
C -2.223 -0.428 0.507
C -0.765 -0.965 0.439
C 1.428 0.209 -0.291
H -2.469 0.206 -0.457
H -2.811 -1.368 0.650
H -2.364 0.248 1.442
H -0.698 -1.766 -0.326
H -0.416 -1.405 1.468
H -0.534 0.902 -0.609
H 2.014 -0.588 0.258
N 0.084 0.184 0.002
O 2.007 1.199 -0.796
*
```

Properties
* relative energy (zero: lowest compared OMol25 entry of this formula, charge and spin): 1.488 eV
* lowest unoccupied orbital energy: 0.9 eV
* SMILES: CCNC=O
* total energy: -6761.2623 eV
* Kohn-Sham gap: 10.6 eV